The following is a quantum chemistry calculation of a structure of composition C34H51AsBaF5N10O4P2Se, from the Open Molecules 2025 dataset.

Positions of all 109 atoms, in Å:
F 2.726 2.325 -6.229
C 0.843 -4.674 0.752
C -1.289 3.422 -0.703
C 0.659 4.447 -1.718
H 6.155 -1.966 -0.261
C 2.372 -1.441 -0.150
H -3.102 3.873 -1.709
H -0.362 0.411 5.546
H -1.344 -5.062 0.677
F 3.929 -0.102 -5.937
P -3.856 -0.519 1.323
C -0.825 -3.000 0.358
N 4.224 0.411 -1.062
C -5.909 1.108 1.066
H 5.232 4.081 7.127
C 2.145 1.374 -5.477
N -2.297 0.003 4.846
C -1.360 0.222 5.941
C 2.413 3.317 4.555
C 1.797 -3.734 0.593
C -4.004 1.922 2.323
C 0.350 -2.520 3.404
N 1.945 -0.194 -0.690
N 5.920 -0.989 -0.343
H 0.448 4.047 -2.709
H -1.312 -0.642 6.615
H 2.533 0.011 3.016
H -6.461 0.219 0.771
C 3.382 3.453 1.323
H 0.638 2.284 3.928
C 3.148 0.784 2.554
As 1.995 2.180 1.837
N 2.509 1.809 -1.699
H -1.867 -2.682 0.266
P -1.602 -0.640 3.480
C -1.866 -3.193 4.240
C 3.806 2.638 6.419
H -1.943 -3.955 3.459
C 0.943 -0.560 -3.933
H -2.867 -2.823 4.467
C 4.446 3.870 6.414
C -5.602 -2.279 2.344
N 3.750 -1.709 -0.052
H -4.336 -0.222 4.415
C 4.068 4.826 5.482
C 2.761 0.146 -5.328
C -2.090 4.264 -1.645
H -5.075 -3.109 2.826
H -5.670 -3.049 -0.275
H -4.167 -3.650 0.468
N 0.062 -2.017 0.211
C 1.362 3.005 3.546
H 3.858 1.183 3.279
O -0.007 3.625 -0.725
H 6.447 -0.496 -1.048
H -3.204 1.651 3.010
C -3.668 -0.194 5.272
C 4.544 -0.792 -0.486
F 0.414 2.848 -5.011
H -3.570 2.442 1.462
Se -1.294 1.078 -3.090
H 4.093 1.881 7.139
H 4.560 5.791 5.466
H 3.244 2.161 -2.297
C -4.690 -2.758 0.112
C 0.940 1.616 -4.845
H 3.686 0.327 1.723
H -5.742 -1.480 3.070
H -1.457 -3.652 5.145
C 0.303 0.675 -4.041
H 2.849 -3.975 0.674
H 0.925 -2.761 4.304
F 2.738 -2.018 -4.425
O -2.919 -0.839 2.586
N -4.872 -1.788 1.189
H 1.126 -5.697 0.979
O -0.590 0.260 2.894
H 0.816 3.905 3.255
C 1.448 -2.363 0.233
N -1.007 -2.115 3.785
H 4.074 3.646 2.143
H 2.926 4.387 0.993
H -3.799 -1.112 5.860
H -6.571 1.759 1.638
H 0.305 -3.387 2.746
H 3.918 3.004 0.486
H -4.672 2.599 2.858
O -3.096 -0.259 0.087
H 0.842 -1.721 2.859
H -2.134 5.269 -1.200
C 2.152 -0.825 -4.555
Ba -0.457 0.536 0.141
C 2.802 2.367 5.501
C 2.901 0.587 -1.132
H -4.108 -2.311 -0.691
H -6.587 -2.632 2.030
H 2.315 1.399 5.505
F 0.402 -1.539 -3.215
C 3.064 4.551 4.565
N -4.773 0.739 1.913
H 0.315 5.478 -1.640
H 1.716 4.361 -1.490
H 2.778 5.303 3.838
H -1.674 4.342 -2.651
C -0.554 -4.325 0.620
H -5.588 1.638 0.162
H 1.628 1.727 -2.193
H -3.967 0.649 5.901
H -1.667 1.099 6.515

Results
Spin multiplicity: 1
Total charge: -1
Frontier orbital gap (eV): 3.121
Relative energy (zero: lowest compared OMol25 entry of this formula, charge and spin) (eV): 0.957
HOMO (eV): -1.37

The following is a quantum chemistry calculation of a structure of composition C34H51Cl3FN7O7PS2Ti, from the Open Molecules 2025 dataset.

Positions of all 107 atoms, in Å:
H 3.434 -1.786 3.027
C 3.252 3.005 0.629
H 0.750 -4.293 -1.986
N 0.857 3.422 -3.944
H -3.316 3.101 1.784
C 3.435 -2.932 1.142
H -4.966 2.126 5.047
N -0.549 -3.140 -0.754
H 0.699 -1.733 -2.925
O 1.066 0.572 4.314
O -3.395 -2.025 3.501
H 4.120 -2.405 0.478
C 2.261 3.480 -4.332
C 2.241 -3.515 0.375
C -0.369 -1.846 -2.723
H -1.911 -3.317 -3.102
H 2.418 4.935 0.141
F -1.512 2.122 -3.571
C -4.131 2.373 1.698
C -0.657 2.175 -2.512
C -0.746 -5.734 2.228
Cl 5.613 0.273 -3.299
H 0.760 4.663 -6.208
H 3.900 2.559 1.383
H 3.897 4.916 -4.456
H -5.713 3.141 3.802
H 0.124 -1.115 -0.732
C 0.129 4.661 -4.154
H 2.025 -2.913 -0.511
H 2.581 6.041 -5.905
C -2.414 -5.215 0.566
N -0.986 -5.019 0.958
O -0.698 -0.484 3.474
H 3.709 2.809 -0.342
C 3.134 4.507 0.845
H -0.045 -5.188 2.859
C -0.154 1.633 -0.222
H -5.037 2.913 1.407
C 1.568 -2.846 2.599
H -2.453 -4.941 3.280
H 2.391 3.381 -1.703
H -3.872 1.679 0.900
C 1.093 2.308 -0.373
H 3.991 -3.732 1.638
O -1.605 0.293 1.044
H 0.203 5.346 -3.289
H 2.451 -1.094 1.726
H 2.862 2.822 -3.709
H -2.956 -4.267 0.603
H -4.045 -5.990 1.771
H 1.865 -3.635 3.303
H 4.099 4.982 0.669
C 0.672 5.361 -5.378
C 2.851 4.862 -4.172
C -0.820 -3.268 -3.063
C 0.283 0.374 3.403
S -4.279 -1.235 1.046
C -4.788 2.635 4.097
H -5.118 0.899 2.895
H 2.794 4.730 1.858
H -0.898 -1.073 -3.280
N 1.125 -3.435 1.328
C 0.447 1.063 2.079
O -5.824 -1.797 3.429
C 1.609 1.743 1.896
H 2.773 5.209 -3.146
Cl 6.035 0.744 -0.447
H -2.478 -5.615 -0.449
H -0.420 -3.640 -4.007
C -0.317 -4.063 -1.862
H -0.844 -5.003 -1.706
P -0.450 -3.458 0.848
C 3.693 -0.038 -1.467
O -1.238 -2.485 1.658
H -2.221 1.657 3.478
C -0.624 -1.740 -1.221
S -4.688 -2.328 2.722
H 0.077 6.219 -5.685
Ti -2.304 -0.760 2.454
H 1.991 6.725 -4.542
H -3.156 0.557 4.489
C -3.048 0.934 3.464
H -2.845 -7.214 1.287
C 1.428 2.901 -1.575
C -2.134 -5.888 2.838
C -2.987 -6.177 1.607
N 2.063 5.847 -5.052
H 2.322 1.812 2.705
C -1.041 1.606 -1.321
H -1.999 1.115 -1.228
O -4.735 -3.738 2.409
H -0.308 -6.716 2.015
C -4.328 1.645 3.024
N 1.964 2.322 0.715
H 2.428 -4.545 0.053
H -0.932 4.448 -4.292
H 0.768 -2.266 3.052
C -0.471 0.968 0.984
N 2.610 -0.377 -1.233
H -2.181 -6.670 3.597
H 2.393 3.134 -5.366
H -4.022 3.400 4.264
H -1.608 -1.332 -0.990
C 2.783 -2.028 2.187
Cl 5.041 3.732 -2.430
C 0.557 2.814 -2.685
C 5.003 0.357 -1.725

Results
Spin multiplicity: 3
Total charge: -1
Frontier orbital gap (alpha / beta) (eV): 3.232 / 6.048
Relative energy (zero: lowest compared OMol25 entry of this formula, charge and spin) (eV): 0.755
HOMO (alpha / beta) (eV): -2.61 / -5.51

Which of these has the highest relative energy (zero: lowest compared OMol25 entry of this formula, charge and spin)? C34H51AsBaF5N10O4P2Se